# 1
# C31H72F24N5O3P4

A cluster of 9 separate species, C31H72F24N5O3P4 in total at a distorted geometry (ωB97M-V/def2-TZVPD, the Open Molecules 2025 dataset).

The geometry in XYZ format:
```
139
C31H72F24N5O3P4, DFT ωB97M-V/def2-TZVPD
C 6.039 2.278 4.045
C 6.147 0.884 3.445
O 7.110 0.511 2.787
N 5.010 -0.023 3.727
H 5.246 -0.961 3.439
H 4.938 -0.087 4.733
C 3.668 0.269 3.059
H 6.847 2.809 3.542
H 6.192 2.190 5.120
H 5.107 2.801 3.827
H 3.766 0.060 1.993
H 3.420 1.302 3.302
H 2.985 -0.446 3.518
C 0.843 2.647 1.055
C 0.389 1.251 1.058
O 1.119 0.298 1.263
N -1.110 1.073 0.641
H -1.480 0.480 1.370
H -1.483 2.011 0.625
C -1.325 0.335 -0.684
H 0.372 3.234 1.843
H 0.763 3.092 0.063
H 1.918 2.778 1.184
H -2.398 0.354 -0.876
H -1.024 -0.685 -0.448
H -0.784 0.923 -1.426
C -6.436 -1.428 -0.180
C -5.900 -0.597 -1.363
O -5.282 -1.057 -2.373
N -6.221 0.894 -1.298
H -5.882 1.297 -2.160
H -7.221 1.022 -1.357
C -5.753 1.627 -0.066
H -5.770 -1.282 0.670
H -6.384 -2.490 -0.419
H -7.437 -1.062 0.051
H -6.563 1.476 0.647
H -5.678 2.702 -0.231
H -4.782 1.309 0.314
C 1.477 -4.508 7.131
C 1.127 -5.698 6.130
C 1.602 -5.477 4.736
C 1.069 -6.535 3.682
N 1.608 -6.248 2.281
C 3.133 -6.483 2.218
C 3.326 -7.997 1.898
C 2.252 -8.152 0.885
C 1.049 -7.355 1.304
C 1.166 -4.835 1.716
C -0.301 -4.463 2.036
C -0.758 -3.328 1.171
H 0.619 -4.393 7.793
H 1.637 -3.511 6.719
H 2.454 -4.660 7.588
H 0.039 -5.765 6.118
H 1.667 -6.598 6.424
H 2.688 -5.564 4.762
H 1.425 -4.449 4.420
H -0.020 -6.554 3.708
H 1.384 -7.525 4.010
H 3.497 -5.832 1.422
H 3.611 -6.213 3.159
H 4.250 -8.214 1.362
H 3.243 -8.639 2.775
H 2.568 -7.886 -0.124
H 1.992 -9.210 0.838
H 0.736 -6.799 0.421
H 0.221 -7.916 1.737
H 1.378 -4.827 0.647
H 1.851 -4.099 2.137
H -0.441 -4.273 3.100
H -0.796 -5.389 1.745
H -0.389 -2.315 1.330
H -1.830 -3.190 1.312
H -0.627 -3.438 0.094
C 3.152 2.761 -3.320
C 2.751 4.166 -3.772
C 1.243 4.333 -4.061
C 0.608 3.529 -5.249
N -0.940 3.674 -5.469
C -1.522 2.783 -4.334
C -1.622 1.356 -4.935
C -1.652 1.456 -6.428
C -1.497 2.938 -6.717
C -1.465 5.077 -5.292
C -1.060 5.897 -6.491
C -1.516 7.327 -6.298
H 4.214 2.634 -3.109
H 3.027 2.148 -4.213
H 2.638 2.330 -2.461
H 3.312 4.303 -4.697
H 3.051 4.997 -3.133
H 1.035 5.390 -4.228
H 0.623 4.265 -3.166
H 0.843 2.471 -5.130
H 0.979 3.867 -6.216
H -2.526 3.119 -4.077
H -0.943 2.770 -3.411
H -2.535 0.938 -4.509
H -0.751 0.767 -4.649
H -2.504 0.994 -6.928
H -0.773 0.949 -6.825
H -2.498 3.361 -6.807
H -0.919 3.187 -7.606
H -1.000 5.488 -4.396
H -2.543 4.998 -5.152
H -1.556 5.463 -7.360
H 0.015 5.893 -6.668
H -0.756 8.025 -6.649
H -1.645 7.556 -5.240
H -2.451 7.563 -6.808
P 0.860 -2.491 -2.881
F 1.657 -3.466 -1.744
F -0.616 -2.776 -2.162
F 1.178 -1.193 -1.928
F 0.118 -1.450 -3.936
F 2.258 -2.225 -3.611
F 0.759 -3.770 -3.978
P -2.475 4.239 -0.268
F -1.406 5.412 0.223
F -1.230 3.430 -1.039
F -2.024 3.566 1.199
F -3.487 2.980 -0.510
F -3.666 5.097 0.506
F -2.764 4.928 -1.667
P 1.661 4.124 4.853
F 2.991 4.900 5.292
F 0.728 5.446 4.985
F 1.869 4.455 3.263
F 0.332 3.168 4.597
F 2.653 2.803 4.750
F 1.376 3.713 6.404
P -3.490 -0.451 2.939
F -3.439 -0.490 4.660
F -3.994 -2.010 2.877
F -5.074 0.058 2.913
F -3.484 -0.395 1.306
F -3.027 1.136 2.844
F -1.959 -0.962 2.792
```

Summary:
* spin multiplicity: 2
* frontier orbital gap (spin up / spin down): 1.7 / 5.9 eV

=====

# 2
# C17H25InN4O9P2

A structure of composition C17H25InN4O9P2 at a distorted geometry (ωB97M-V/def2-TZVPD, the Open Molecules 2025 dataset).

The geometry in XYZ format:
```
58
C17H25InN4O9P2, DFT ωB97M-V/def2-TZVPD
In -0.007 0.471 -0.632
P 1.658 -1.398 -1.498
C 1.360 -3.202 -1.060
C 0.434 -3.319 0.143
N -0.319 -2.271 0.489
C -1.291 -2.397 1.401
C -1.468 -3.590 2.110
C -0.680 -4.688 1.786
C 0.274 -4.562 0.778
C -2.113 -1.173 1.730
P -2.298 -0.057 0.285
H 0.823 -5.411 0.380
H -2.200 -3.616 2.916
H -0.834 -5.648 2.281
H -3.115 -1.439 2.098
H -1.590 -0.583 2.498
H 0.855 -3.739 -1.879
H 2.354 -3.651 -0.853
H -1.134 -3.169 -3.519
O -1.155 -4.133 -3.407
H -0.411 -4.420 -3.998
H -1.440 -0.515 -3.195
O -1.786 -0.969 -3.970
H -2.620 -1.365 -3.610
C -3.672 -0.796 -0.619
H -4.535 -0.875 0.054
H -3.927 -0.163 -1.476
H -3.385 -1.793 -0.970
C -2.952 1.440 1.086
H -3.109 2.217 0.321
H -3.911 1.199 1.573
H -2.227 1.793 1.838
C 3.105 -0.962 -0.458
H 3.888 -1.698 -0.669
H 3.516 0.046 -0.603
H 2.841 -1.041 0.600
C 2.304 -1.411 -3.205
H 2.756 -0.447 -3.482
H 3.051 -2.212 -3.301
H 1.468 -1.618 -3.887
O 1.648 7.467 0.677
N 1.455 6.711 1.646
O 1.296 7.110 2.819
C 1.382 5.285 1.424
C 1.508 4.786 0.118
C 1.336 3.419 -0.106
C 1.076 2.548 1.032
O 1.151 1.249 0.983
C 0.841 3.136 2.316
C 1.093 4.472 2.528
N 0.433 2.265 3.428
O 0.761 2.622 4.574
O -0.233 1.231 3.198
N 1.576 2.988 -1.450
O 2.007 3.793 -2.281
O 1.375 1.750 -1.810
H 1.754 5.449 -0.706
H 1.030 4.882 3.535
```

Summary:
* spin multiplicity: 1
* total charge: +2
* frontier orbital gap (spin up / spin down): 7.3 / 7.3 eV

=====

# 3
# C5H14N2O

A cluster of 2 separate species, C5H14N2O in total at a distorted geometry (ωB97M-V/def2-TZVPD, the Open Molecules 2025 dataset).

The geometry in XYZ format:
```
22
C5H14N2O, DFT ωB97M-V/def2-TZVPD
C -1.876 -0.458 0.112
C -0.618 -0.515 -0.743
C 0.135 0.772 -0.909
C 1.422 0.848 -1.184
N 2.102 2.118 -1.338
C 2.939 2.342 -2.264
N -1.959 -1.596 1.087
H -2.095 0.491 0.585
H -2.752 -0.611 -0.522
H 0.067 -1.279 -0.387
H -0.810 -0.997 -1.687
H -0.485 1.657 -0.783
H 2.086 0.003 -1.279
H 1.826 2.827 -0.659
H 3.474 3.284 -2.345
H 3.096 1.608 -3.044
H -1.142 -1.653 1.719
H -2.812 -1.648 1.646
H -1.932 -2.462 0.555
H -0.761 -2.043 4.145
H 0.389 -1.082 3.872
O -0.295 -1.604 3.423
```

Summary:
* spin multiplicity: 1
* total charge: +2
* frontier orbital gap: 10.0 eV

=====

# 4
# C41H64F3N3O16

A cluster of 11 separate species, C41H64F3N3O16 in total at a distorted geometry (ωB97M-V/def2-TZVPD, the Open Molecules 2025 dataset).

The geometry in XYZ format:
```
127
C41H64F3N3O16, DFT ωB97M-V/def2-TZVPD
C 6.301 4.913 11.741
N 6.520 4.182 13.023
O 6.161 4.741 14.036
O 7.012 3.075 12.958
H 6.144 4.203 10.939
H 7.172 5.542 11.580
H 5.431 5.542 11.907
C 1.392 10.003 7.375
N 1.631 8.969 8.422
O 2.592 9.135 9.149
O 0.817 8.082 8.524
H 0.543 9.678 6.785
H 2.264 10.068 6.729
H 1.220 10.948 7.880
C 7.640 9.064 16.451
N 7.689 9.686 17.805
O 7.244 9.080 18.753
O 8.191 10.793 17.851
H 6.807 9.493 15.907
H 7.446 8.003 16.577
H 8.626 9.186 16.022
C 11.177 10.233 11.736
C 9.909 10.820 11.129
O 10.345 11.659 10.042
C 10.358 11.089 8.833
C 10.698 12.044 7.730
O 10.221 9.899 8.656
H 11.006 9.466 12.498
H 11.740 11.003 12.272
H 11.820 9.788 10.980
H 9.343 9.943 10.828
H 9.312 11.453 11.777
H 9.825 12.512 7.277
H 11.251 11.548 6.936
H 11.346 12.832 8.119
C 4.200 9.147 3.838
C 5.510 8.481 4.225
O 5.710 8.384 5.639
C 5.027 7.410 6.271
C 5.280 7.432 7.746
O 4.394 6.564 5.698
H 4.107 10.136 4.284
H 3.381 8.498 4.155
H 4.142 9.185 2.751
H 5.494 7.475 3.801
H 6.380 8.999 3.830
H 6.156 8.038 7.971
H 5.507 6.422 8.094
H 4.453 7.756 8.375
C 3.815 5.301 15.875
C 2.931 6.504 16.166
O 3.256 7.080 17.429
C 3.991 8.190 17.485
C 3.869 8.874 18.828
O 4.652 8.635 16.575
H 4.867 5.529 16.030
H 3.599 4.820 14.925
H 3.613 4.526 16.625
H 3.063 7.235 15.367
H 1.893 6.183 16.168
H 4.239 8.224 19.617
H 2.824 9.134 18.979
H 4.490 9.763 18.769
C 2.078 10.235 15.043
C 1.202 9.932 13.835
O 1.731 8.959 12.929
C 1.258 7.707 13.031
C 1.665 6.858 11.856
O 0.553 7.325 13.928
H 1.607 9.874 15.956
H 2.256 11.306 15.128
H 3.051 9.759 14.920
H 0.154 9.718 14.048
H 1.098 10.844 13.248
H 2.733 6.975 11.681
H 1.097 7.192 10.986
H 1.374 5.826 12.022
C 4.775 11.026 7.930
C 5.235 12.351 7.347
O 5.139 13.368 8.337
C 5.442 14.623 7.976
C 5.163 15.567 9.120
O 5.949 14.909 6.925
H 4.791 10.295 7.123
H 3.790 11.145 8.362
H 5.532 10.774 8.674
H 6.243 12.269 6.927
H 4.642 12.661 6.477
H 4.140 15.397 9.441
H 5.296 16.591 8.778
H 5.903 15.396 9.897
F 2.359 15.617 11.678
C 2.874 14.371 11.810
C 4.242 14.277 11.987
C 4.819 13.018 12.053
C 3.995 11.905 11.941
C 2.660 12.030 11.591
C 2.049 13.286 11.611
H 4.862 15.154 12.102
H 5.889 12.907 12.166
H 4.335 10.885 12.078
H 2.074 11.143 11.393
H 1.005 13.445 11.379
F 9.465 5.342 10.723
C 9.064 5.430 9.425
C 8.517 4.276 8.886
C 8.016 4.310 7.597
C 8.106 5.513 6.898
C 8.753 6.633 7.414
C 9.302 6.562 8.693
H 8.431 3.449 9.582
H 7.475 3.462 7.200
H 7.733 5.586 5.882
H 8.657 7.567 6.877
H 9.758 7.429 9.161
F 8.169 7.379 14.254
C 7.365 7.905 13.308
C 6.003 7.916 13.498
C 5.215 8.381 12.442
C 5.770 8.688 11.216
C 7.139 8.542 10.994
C 7.926 8.192 12.073
H 5.568 7.608 14.439
H 4.167 8.523 12.680
H 5.152 9.019 10.389
H 7.592 8.687 10.022
H 8.990 7.980 12.014
```

Summary:
* SMILES string: C[N+](=O)[O-].C[N+](=O)[O-].C[N+](=O)[O-].CCOC(C)=O.CCOC(C)=O.CCOC(C)=O.CCOC(C)=O.CCOC(C)=O.Fc1ccccc1.Fc1ccccc1.Fc1ccccc1
* spin multiplicity: 1
* frontier orbital gap: 9.1 eV

=====

Question: Look up the spin multiplicity of the first one.
Answer: 2